i) A 12-piece molecular cluster, C33H97N17O12 overall, computed with the ωB97M-V functional and the def2-TZVPD basis.

Positions of all 159 atoms, in Å:
1 O 0.1064 -7.7445 -3.6768
2 O -3.4183 -8.0796 -5.3548
3 O -3.4421 -11.7349 -8.1869
4 O -4.5815 -10.9903 -0.6987
5 O 0.3585 -10.8988 -0.2353
6 O 2.8743 -8.5305 -9.2337
7 O -7.5795 -15.7364 -6.6001
8 O -4.9753 -4.7243 -2.3963
9 O -3.2735 -5.9764 -9.7749
10 O -7.4302 -9.2031 -5.1113
11 O -2.5420 -15.0465 -7.0531
12 O 3.2736 -12.3690 -2.2650
13 N 1.1376 -12.1345 -4.3074
14 N -10.2919 -8.8840 -6.0728
15 N -2.0826 -9.8537 -4.8584
16 N -6.8464 -10.8081 -9.1615
17 N -7.7594 -12.4423 -1.6152
18 N -6.0493 -12.8568 -4.8507
19 N 1.9227 -6.9109 -4.8702
20 N -2.8037 -12.9585 -5.0324
21 N -0.4468 -9.1152 -1.3859
22 N -5.4350 -5.9899 -4.2297
23 N -3.9544 -6.3976 -7.6514
24 N -3.3944 -6.1233 -3.3408
25 N 0.6159 -5.5358 -3.6901
26 N -2.0546 -7.3457 -8.4284
27 N 1.4651 -10.0549 -2.0756
28 N 2.2999 -9.8364 -5.8841
29 N -4.1861 -10.2583 -5.1208
30 C -5.7850 -11.5439 -8.4494
31 C 3.4435 -12.5168 -3.6774
32 C -7.1351 -11.8871 0.6952
33 C 3.1090 -8.7273 -7.8356
34 C -3.0785 -6.4857 -8.6701
35 C -3.2414 -11.0845 -1.1471
36 C 0.4464 -10.1069 -1.1682
37 C -5.8656 -13.0342 -8.7226
38 C -6.8263 -11.6637 -0.7786
39 C -7.8867 -16.9697 -5.9240
40 C -9.7528 -10.1018 -5.4105
41 C 0.6775 -9.2682 -7.5468
42 C 2.0917 -9.7473 -7.3388
43 C -1.4659 -14.2174 -3.4738
44 C 0.8120 -6.8267 -4.1178
45 C -3.0533 -16.1761 -7.7506
46 C -5.3964 -12.0170 -1.1879
47 C -4.4322 -10.8974 -8.7597
48 C 4.4527 -11.9551 -1.6457
49 C -7.6039 -14.5597 -5.7936
50 C -4.6276 -5.5760 -3.2119
51 C -2.1031 -11.2138 -8.4009
52 C -2.4206 -15.2201 -5.6498
53 C -1.7910 -13.9996 -4.9914
54 C -6.0372 -15.0775 -3.8469
55 C -3.2744 -9.2839 -5.0833
56 C -10.5410 -11.2624 -6.0358
57 C -7.5764 -9.0812 -3.7041
58 C -8.2442 -10.1553 -5.7171
59 C 2.3496 -13.7621 -5.6182
60 C 2.1606 -13.1829 -4.2086
61 C -6.2284 -14.2727 -5.1388
62 C 3.7707 -7.7377 -9.9305
63 H 2.3116 -6.0417 -5.1675
64 H -11.6162 -11.1422 -5.9369
65 H 0.9570 -11.8048 -3.3629
66 H -5.3705 -14.5864 -5.7409
67 H 0.2437 -12.4427 -4.6608
68 H -0.0309 -5.3586 -2.9427
69 H -4.2745 -10.7881 -9.8396
70 H -2.7742 -16.0586 -8.7965
71 H -10.3167 -11.2221 -7.1073
72 H -2.9275 -12.1161 -1.3256
73 H -1.1248 -13.2598 -3.0806
74 H -6.4965 -12.3980 -5.6409
75 H -2.2265 -10.1704 -8.1077
76 H -8.1371 -17.6581 -6.7263
77 H -1.3492 -9.1842 -4.6540
78 H -1.5349 -7.6338 -9.2372
79 H 2.9900 -14.6493 -5.6662
80 H -10.2014 -12.2544 -5.7335
81 H 3.7083 -11.5571 -4.1226
82 H -4.3883 -9.9019 -8.3024
83 H -4.6945 -5.7210 -7.6573
84 H 1.8232 -10.6818 -5.5464
85 H -9.7775 -8.0713 -5.7439
86 H 3.9440 -6.7169 -9.5698
87 H -1.1210 -9.0892 -0.6400
88 H -5.8299 -16.0749 -4.2420
89 H 2.2760 -10.6330 -1.9223
90 H -8.0355 -11.2140 -5.5044
91 H 3.2656 -10.0581 -5.6570
92 H -0.8991 -13.5374 -5.4110
93 H -1.8308 -11.3563 -9.4470
94 H 4.2448 -13.2386 -3.8715
95 H -7.0153 -17.2764 -5.3476
96 H -9.9594 -8.9908 -7.0276
97 H -1.4520 -11.7796 -7.7391
98 H -8.3933 -14.6174 -5.0396
99 H -5.8973 -11.4136 -7.3685
100 H -7.8385 -13.4224 -1.3580
101 H -7.3241 -10.0829 -3.3161
102 H 3.4351 -7.4985 -10.9438
103 H 0.4945 -8.4455 -6.8533
104 H -7.0591 -10.6377 -1.0662
105 H 1.3954 -9.3934 -2.8309
106 H -2.6231 -5.6410 -2.9153
107 H -0.3575 -8.4708 -2.1655
108 H 2.1610 -7.8403 -5.2142
109 H -1.8137 -7.5748 -7.4795
110 H 2.7327 -13.0279 -6.3252
111 H -2.1055 -10.8699 -4.8072
112 H 4.1752 -8.9819 -7.7830
113 H 3.0589 -7.7334 -7.3768
114 H 1.1650 -4.8028 -4.0892
115 H -6.3095 -11.4689 1.2782
116 H -6.7687 -14.9367 -3.0582
117 H -2.5645 -17.1121 -7.4658
118 H -8.5020 -8.9055 -3.1552
119 H -6.9717 -12.9494 0.9052
120 H -7.7533 -13.8065 -6.5702
121 H 5.1882 -12.7720 -1.6277
122 H -6.8905 -13.3422 -8.5144
123 H 1.8829 -13.9791 -3.5132
124 H -5.6327 -13.2623 -9.7679
125 H -5.1415 -9.9750 -5.2991
126 H -0.6765 -14.9574 -3.3336
127 H 4.9883 -11.0681 -1.9945
128 H -6.3133 -5.4945 -4.1531
129 H -8.7277 -16.7889 -5.2510
130 H -4.0167 -11.1074 -4.6082
131 H -5.0088 -12.9851 -0.8462
132 H -5.1688 -13.7052 -8.2192
133 H -3.8026 -6.9839 -6.8470
134 H 1.4498 -14.2825 -5.9584
135 H -0.0004 -10.0648 -7.2280
136 H -5.4143 -12.0279 -2.2835
137 H -6.3816 -10.4584 -9.9985
138 H 4.2483 -11.8781 -0.5753
139 H -6.9480 -9.9254 -8.6633
140 H 4.7080 -8.2765 -10.1105
141 H -4.1276 -16.1515 -7.5575
142 H -3.0285 -12.7797 -6.0126
143 H -3.0674 -10.5648 -2.0960
144 H -2.3078 -14.5116 -2.8445
145 H 2.2590 -10.7650 -7.7012
146 H -2.6326 -10.5832 -0.3994
147 H -6.6824 -12.6634 -4.0719
148 H -6.7369 -8.5414 -3.2683
149 H -8.6579 -12.0872 -1.2932
150 H -8.1178 -11.5640 1.0291
151 H -3.6698 -13.3273 -4.6486
152 H 0.3192 -9.0363 -8.5478
153 H -5.3885 -6.8199 -4.7939
154 H -3.4030 -15.4829 -5.2433
155 H -5.0289 -14.8977 -3.4561
156 H -3.2191 -6.8155 -4.0600
157 H -1.8075 -16.1041 -5.4253
158 H -8.1773 -10.0343 -6.7994
159 H -9.9575 -10.0713 -4.3395

Values from the calculation:
- E_LUMO (Ha) = 0.011
- SMILES = COC[C@H](C)N.COC[C@H](C)N.COC[C@H](C)N.COC[C@H](C)N.COC[C@H](C)N.COC[C@H](C)N.COC[C@H](C)N.NC(N)=O.NC(N)=O.NC(N)=O.NC(N)=O.NC(N)=O
- HOMO energy (eV) = -9.18
- multiplicity = 1
- gap between HOMO and LUMO (eV) = 9.478

=====

ii) A 12-piece molecular cluster, C33H97N17O12 overall, computed with the ωB97M-V functional and the def2-TZVPD basis.

Positions of all 159 atoms, in Å:
1 O -3.6543 1.9588 7.0659
2 O -6.0626 0.2394 3.5170
3 O 5.2556 3.0679 -2.2863
4 O -5.9358 -0.9724 -2.7085
5 O 0.3710 -0.3764 5.5299
6 O 1.4267 -0.3436 -1.1713
7 O 2.7939 1.9425 2.0505
8 O -3.1740 -3.8136 1.9644
9 O -2.0661 2.4379 -0.1689
10 O 4.7200 -3.1603 -6.9439
11 O 5.3219 -1.5317 -0.7608
12 O -2.7685 2.5336 -5.9311
13 N 4.5888 0.3307 3.8520
14 N -2.6012 -2.4821 0.1910
15 N -3.7380 3.2317 -1.4068
16 N -4.1746 1.9460 0.3897
17 N 6.5489 1.2740 -1.8628
18 N 3.4917 1.2801 6.5821
19 N -6.4957 -1.8858 2.8398
20 N 4.2961 1.0853 -1.8117
21 N 2.2689 -3.0577 -5.5418
22 N -1.3862 -0.0058 1.1887
23 N -2.0248 0.1158 4.2630
24 N 0.8312 3.0560 -6.4004
25 N 3.5056 -2.7579 -1.3198
26 N -3.3738 -2.1066 -2.6450
27 N -4.3836 -1.0968 2.9068
28 N 5.1052 -3.7452 -0.1756
29 N -3.4441 -4.5035 -0.1399
30 C 5.1811 0.4983 1.4443
31 C -0.3669 2.5596 -4.2464
32 C 3.9826 2.3776 2.6731
33 C -1.5508 3.1223 -6.4206
34 C 0.9189 -1.5803 5.0722
35 C 1.0058 -0.2389 1.7380
36 C 1.8248 2.9705 2.0527
37 C 4.6780 -2.5926 -0.7499
38 C 1.5447 -0.6493 -2.5450
39 C -3.8053 3.5021 -6.0781
40 C -0.3396 2.4541 -5.7877
41 C 5.3567 1.8922 -1.9836
42 C -2.1583 1.1765 5.2889
43 C 3.7332 -4.8077 -4.7228
44 C -1.8228 2.5011 4.6823
45 C 5.5436 -2.4004 -7.7892
46 C -3.5503 1.1280 5.9239
47 C -4.8508 1.7771 7.7980
48 C -0.0343 0.1875 0.6735
49 C 0.1038 -0.5514 -0.6481
50 C 1.8479 0.8013 8.2239
51 C 3.5675 -3.3001 -4.8785
52 C -7.1232 -0.7875 -1.9675
53 C 2.3127 0.4849 6.8373
54 C 4.6520 -2.5802 -5.6698
55 C 1.2427 0.7163 5.7752
56 C -4.8191 -0.2491 -2.2225
57 C -3.0456 -3.6018 0.7581
58 C 4.9691 1.2738 2.7696
59 C -5.7108 -0.8641 3.1374
60 C -3.5657 -0.7049 -2.9954
61 C -3.7182 -0.6210 -4.5338
62 C -3.2871 2.5335 -0.3983
63 H 4.3399 -1.5411 -5.8117
64 H -4.7153 2.3072 8.7404
65 H -1.7850 0.8326 0.7619
66 H 1.1048 -1.3162 1.8877
67 H 3.2537 2.2631 6.6610
68 H -1.2158 2.0998 -3.7453
69 H 3.7299 2.8121 3.6496
70 H 1.4208 -2.0441 5.9279
71 H 6.6309 0.2711 -1.8189
72 H 4.6481 -4.5725 -0.5165
73 H 5.5413 -2.9032 -8.7580
74 H 6.0100 -0.1974 1.5606
75 H -5.1214 2.2849 0.4495
76 H -0.4129 1.3799 -5.9908
77 H -0.7318 -0.3566 -1.3250
78 H 5.6414 -2.6028 -5.2029
79 H -3.9032 1.3277 1.1371
80 H 0.9559 2.5215 1.5681
81 H 1.7121 -1.4344 4.3339
82 H 1.8005 0.8732 4.8452
83 H 0.0077 -1.6149 -0.4052
84 H 1.7582 1.8724 8.4038
85 H 0.5147 1.9902 -3.9416
86 H 0.6680 1.6072 6.0329
87 H 5.3507 -0.3274 3.9805
88 H -7.0412 -1.2915 -0.9989
89 H -4.8480 0.7195 8.0767
90 H 0.8900 0.0364 -3.0850
91 H 3.4020 1.4499 -2.0865
92 H -2.0570 3.3743 5.2950
93 H -1.4451 0.1729 2.1853
94 H 2.0099 0.0578 1.4286
95 H -1.0181 0.0127 4.1772
96 H 0.8335 0.4245 8.3907
97 H 2.4191 0.2339 8.9585
98 H 3.9229 -0.2771 3.3790
99 H -3.4525 -4.3762 -1.1362
100 H -2.7951 -0.7943 -5.0882
101 H -2.6143 -2.4463 -0.8223
102 H 0.1324 -2.2647 4.7603
103 H -0.1985 3.5931 -3.9403
104 H 3.1349 -1.8960 -1.6979
105 H -1.3941 4.1600 -6.1023
106 H -4.7688 3.0017 -5.9767
107 H -3.7982 3.9328 -7.0812
108 H 6.0421 -3.8049 0.1864
109 H 3.4535 -2.7272 -3.9571
110 H -4.6838 -0.4710 -1.1594
111 H -3.1810 3.8330 -1.9877
112 H -3.9570 0.3934 -4.8659
113 H 2.5565 -0.5596 -2.9455
114 H -4.9239 0.8377 -2.2708
115 H 5.8816 1.7217 3.1709
116 H 0.1634 1.2570 0.5671
117 H 6.5814 -2.4814 -7.4532
118 H -2.7760 -0.0344 -2.6499
119 H 2.9167 -3.5706 -1.3119
120 H -4.3734 1.3619 5.2407
121 H -3.6711 4.2323 -5.2783
122 H -4.5531 -1.2282 -4.8808
123 H -2.3392 -0.7135 4.7584
124 H -4.2978 -2.5213 -2.5947
125 H 1.5113 -3.4180 -4.9799
126 H 2.1371 3.8354 1.4650
127 H 1.0621 2.5567 -7.2527
128 H 4.4067 3.3044 2.2670
129 H -4.7403 3.3378 -1.4332
130 H 1.4735 3.2471 3.0502
131 H 7.3350 1.8288 -2.1568
132 H -3.7832 0.0826 6.1650
133 H -1.5959 3.2124 -7.5084
134 H 4.5404 0.1750 -1.4444
135 H 5.2578 -1.3631 -7.9729
136 H 1.3299 -1.7113 -2.7068
137 H -5.7238 2.1258 7.2458
138 H -3.6157 -0.4487 3.0053
139 H -1.4536 0.9142 6.0811
140 H -7.9847 -1.2342 -2.4633
141 H 3.7591 1.1257 5.6129
142 H -6.0659 -2.7250 2.4914
143 H -4.0423 -1.9908 2.5746
144 H -2.8945 -2.5960 -3.3903
145 H -4.1659 -5.0835 0.2619
146 H 2.9831 -5.1824 -4.0243
147 H -7.4731 -1.7049 2.9960
148 H 0.8172 0.3024 2.6660
149 H -2.4321 -1.6394 0.7345
150 H 2.2689 -3.4643 -6.4673
151 H -2.2757 2.7354 3.7186
152 H 4.6979 -5.1848 -4.3755
153 H 3.5854 -5.2961 -5.6863
154 H -0.7311 2.5411 4.6326
155 H 2.6149 -0.5510 6.6650
156 H 1.6496 2.8109 -5.8505
157 H -7.4821 0.2075 -1.6891
158 H 5.4636 1.2637 0.7209
159 H 4.2522 0.0191 1.1426

Values from the calculation:
- E_LUMO (Ha) = 0.004
- SMILES = COC[C@H](C)N.COC[C@H](C)N.COC[C@H](C)N.COC[C@H](C)N.COC[C@H](C)N.COC[C@H](C)N.COC[C@H](C)N.NC(N)=O.NC(N)=O.NC(N)=O.NC(N)=O.NC(N)=O
- HOMO energy (eV) = -8.51
- multiplicity = 1
- gap between HOMO and LUMO (eV) = 8.622

=====

Least stable: ii)

=====

i) A 2-piece molecular cluster, C4H10NO2 overall, computed with the ωB97M-V functional and the def2-TZVPD basis.

Positions of all 17 atoms, in Å:
1 O 1.4126 1.4895 0.0558
2 O 2.0235 -0.4582 -0.9547
3 N -1.1451 0.9052 -0.6561
4 C 0.6664 -0.6626 1.0627
5 C -0.4866 -1.1209 0.3265
6 C 1.8014 0.1677 0.2365
7 C -1.4756 -1.8785 -0.0084
8 H -1.5657 -2.8198 0.3270
9 H -2.1024 0.8905 -0.6769
10 H -2.3657 -1.5919 -0.5521
11 H 1.9577 0.2905 -1.6776
12 H -0.5100 1.4986 -0.1718
13 H 0.5673 -0.1997 2.0134
14 H 2.6697 0.1346 0.9521
15 H -0.8960 0.9092 -1.5702
16 H 1.2508 -1.5551 1.1593
17 H 2.1527 2.1064 0.1996

Values from the calculation:
- E_LUMO (Ha) = -0.184
- HOMO energy (eV) = -14.73
- net charge = +1
- multiplicity = 1
- gap between HOMO and LUMO (eV) = 9.725

=====

ii) A 2-piece molecular cluster, C4H10NO2 overall, computed with the ωB97M-V functional and the def2-TZVPD basis.

Positions of all 17 atoms, in Å:
1 O -0.9622 -1.8046 0.1093
2 O -1.7670 0.2563 0.7027
3 N 1.2347 0.2863 0.2415
4 C -2.3532 0.8036 -0.4987
5 C -1.1343 -0.8268 0.8829
6 C 1.7293 1.4301 0.0636
7 C 2.0274 -0.8931 -0.1397
8 H 2.9512 -0.5061 -0.5367
9 H 2.7681 1.5795 -0.1567
10 H -1.7469 1.7044 -0.6903
11 H -2.5046 0.1182 -1.3503
12 H 1.3094 2.2938 0.5754
13 H -3.3571 1.1088 -0.2313
14 H 2.3248 -1.4009 0.7545
15 H -1.0100 -1.7162 -0.8877
16 H -0.9720 -1.0006 2.0303
17 H 1.4626 -1.4327 -0.8688

Values from the calculation:
- E_LUMO (Ha) = -0.146
- HOMO energy (eV) = -13.82
- net charge = +1
- multiplicity = 1
- gap between HOMO and LUMO (eV) = 9.851

=====

Least stable: i)

=====

i) A 2-piece molecular cluster, C4H10S overall, computed with the ωB97M-V functional and the def2-TZVPD basis.

Positions of all 15 atoms, in Å:
1 S -0.7175 3.1359 -2.7070
2 C 1.7881 -5.2998 3.2353
3 C -1.7627 2.2207 -1.5480
4 C 2.6815 -5.3212 2.2501
5 C -1.1510 4.7924 -2.2059
6 H -1.2288 4.8945 -1.1152
7 H 2.7294 -4.4349 1.6363
8 H -1.5768 1.1614 -1.6939
9 H 3.2689 -6.2231 2.1851
10 H 1.3418 -6.1414 3.7414
11 H -2.8023 2.4533 -1.7821
12 H -2.0475 5.1913 -2.6632
13 H 1.3488 -4.3535 3.5533
14 H -1.5952 2.4876 -0.5440
15 H -0.2766 5.4370 -2.3422

Values from the calculation:
- E_LUMO (Ha) = 0.042
- SMILES = C=C.CSC
- HOMO energy (eV) = -8.54
- multiplicity = 1
- gap between HOMO and LUMO (eV) = 9.685

=====

ii) C4H10S as an isolated structure, computed with the ωB97M-V functional and the def2-TZVPD basis.

Positions of all 15 atoms, in Å:
1 S 0.1437 0.1162 -0.6861
2 C -0.8988 -0.9473 0.5164
3 C 0.2770 1.5659 0.0660
4 C -1.1531 -2.3915 -0.5003
5 C 1.5307 1.5487 1.2204
6 H -0.3990 -2.3164 -1.8934
7 H 0.9818 2.1320 -0.7953
8 H 0.9678 2.5958 1.8806
9 H -2.0033 -0.5849 0.8028
10 H -2.4952 -1.9765 -0.8416
11 H -1.0755 -3.6004 0.0014
12 H -0.1383 -1.2229 1.2305
13 H 1.2981 0.6593 1.8680
14 H 2.5663 1.7042 0.4401
15 H -0.5365 2.0948 0.4705

Values from the calculation:
- E_LUMO (Ha) = 0.026
- HOMO energy (eV) = -8.24
- multiplicity = 1
- gap between HOMO and LUMO (eV) = 8.950

=====

Least stable: ii)